No. 1
{
  "formula": "C10H20ClF6MgO10S2",
  "method": "ωB97M-V/def2-TZVPD",
  "homo_lumo_gap_ev": [8.984, 3.843],
  "largest_force_ev_per_a": 4.2,
  "charge": 0,
  "energy_ha": -3201.237104,
  "spin_multiplicity": 2,
  "homo_energy_ha": [-0.328, -0.326],
  "species": ["Mg", "Cl", "C", "F", "F", "F", "S", "O", "O", "O", "C", "F", "F", "F", "S", "O", "O", "O", "C", "O", "C", "C", "O", "C", "H", "H", "H", "H", "H", "H", "H", "H", "H", "H", "C", "O", "C", "C", "O", "C", "H", "H", "H", "H", "H", "H", "H", "H", "H", "H"],
  "xyz": [[-12.7554, 18.7206, -12.4679], [-13.8038, 17.0243, -13.4397], [-10.2630, 18.3824, -16.0494], [-9.1851, 17.8731, -16.7112], [-10.4499, 19.6298, -16.4578], [-11.3266, 17.6158, -16.2870], [-9.8051, 18.3390, -14.1772], [-9.3387, 16.9923, -13.7209], [-8.8200, 19.3701, -13.9961], [-11.0672, 18.7392, -13.5318], [-10.0506, 17.1707, -9.0534], [-9.2579, 17.9984, -9.5674], [-9.3797, 16.2075, -8.3431], [-10.7841, 17.8738, -8.2355], [-11.0931, 16.4769, -10.5785], [-10.1855, 15.7982, -11.5470], [-12.0742, 15.5564, -9.9948], [-11.7175, 17.5883, -11.2813], [-13.6367, 20.1542, -15.0297], [-13.0770, 20.2153, -13.7189], [-12.4292, 21.4673, -13.5358], [-11.5178, 21.2873, -12.3032], [-12.0729, 20.3226, -11.4245], [-11.4379, 20.4509, -10.1756], [-14.2384, 21.0355, -15.2523], [-14.2925, 19.2929, -15.1567], [-12.8531, 20.1420, -15.7872], [-13.1079, 22.3202, -13.5282], [-11.7665, 21.6285, -14.3861], [-11.3645, 22.3190, -11.9867], [-10.5825, 20.9680, -12.7629], [-11.1456, 21.4818, -9.9756], [-10.5335, 19.8434, -10.2072], [-12.1564, 20.1615, -9.4088], [-17.4835, 18.8531, -13.8004], [-16.3037, 19.3697, -13.1282], [-16.5556, 19.8394, -11.8283], [-15.1706, 20.0620, -11.1347], [-14.2498, 18.9630, -11.0228], [-14.7195, 18.0612, -9.9634], [-17.2339, 18.7407, -14.8555], [-18.2990, 19.5597, -13.6462], [-17.8176, 17.8801, -13.4403], [-17.1631, 19.1603, -11.2300], [-17.1868, 20.7227, -11.9256], [-15.3573, 20.4867, -10.1484], [-14.6854, 20.8117, -11.7597], [-14.0395, 17.3106, -9.5606], [-15.5275, 17.4406, -10.3510], [-15.0453, 18.6829, -9.1295]],
  "lowdin_spin": [-0.002, 0.020, -0.002, 0.000, 0.000, 0.000, -0.007, 0.203, 0.056, 0.052, -0.006, -0.001, -0.001, -0.002, -0.028, 0.453, 0.163, 0.101, 0.000, 0.001, 0.000, 0.000, 0.000, 0.000, 0.000, 0.000, 0.000, 0.000, 0.000, 0.000, 0.000, 0.000, 0.000, 0.000, 0.000, 0.000, 0.000, 0.000, 0.001, 0.000, 0.000, 0.000, 0.000, 0.000, 0.000, 0.000, 0.000, 0.000, 0.000, 0.000]
}

=====

No. 2
{
  "formula": "C22H23Cl2NO2",
  "method": "ωB97M-V/def2-TZVPD",
  "homo_lumo_gap_ev": 9.551,
  "smiles": "C/C(Cl)=C(/Cl)NC(=O)O.c1ccccc1.c1ccccc1.c1ccccc1",
  "largest_force_ev_per_a": 3.9,
  "charge": 0,
  "energy_ha": -1977.677863,
  "spin_multiplicity": 1,
  "homo_energy_ha": -0.342,
  "species": ["C", "C", "Cl", "C", "Cl", "N", "C", "O", "O", "H", "H", "H", "H", "H", "C", "C", "C", "C", "C", "C", "H", "H", "H", "H", "H", "H", "C", "C", "C", "C", "C", "C", "H", "H", "H", "H", "H", "H", "C", "C", "C", "C", "C", "C", "H", "H", "H", "H", "H", "H"],
  "xyz": [[3.6585, 2.1537, -1.1536], [3.3311, 0.7946, -1.9049], [2.1765, 0.9149, -3.3185], [3.8157, -0.4784, -1.5683], [3.2753, -1.9406, -2.5490], [4.7349, -0.6059, -0.4181], [6.0378, -1.1028, -0.8974], [6.3984, -2.2469, -0.5757], [6.8791, -0.3391, -1.7502], [2.7779, 2.3496, -0.4415], [4.6027, 2.1311, -0.5285], [3.6902, 2.9726, -1.9581], [4.3425, -1.3804, 0.1513], [6.5388, -0.5325, -2.6580], [2.1096, 3.0401, 2.8121], [2.8401, 3.6893, 3.8020], [2.3880, 4.8980, 4.3210], [1.2068, 5.4602, 3.8469], [0.4811, 4.8156, 2.8505], [0.9312, 3.6050, 2.3340], [2.4589, 2.0941, 2.4121], [3.7623, 3.2524, 4.1699], [2.9560, 5.4023, 5.0953], [0.8529, 6.4012, 4.2532], [-0.4367, 5.2567, 2.4766], [0.3639, 3.1013, 1.5585], [-3.1121, -2.4216, -3.0633], [-2.0413, -2.4528, -2.1750], [-0.8731, -1.7566, -2.4681], [-0.7735, -1.0322, -3.6516], [-1.8405, -1.0084, -4.5440], [-3.0103, -1.7015, -4.2496], [-4.0254, -2.9590, -2.8315], [-2.1179, -3.0198, -1.2530], [-0.0394, -1.7783, -1.7740], [0.1365, -0.4878, -3.8779], [-1.7608, -0.4483, -5.4698], [-3.8430, -1.6810, -4.9444], [-6.0761, -3.4391, 1.9575], [-5.0056, -3.4703, 2.8453], [-3.8374, -2.7743, 2.5522], [-3.7379, -2.0499, 1.3683], [-4.8050, -2.0263, 0.4762], [-5.9746, -2.7192, 0.7710], [-6.9891, -3.9765, 2.1894], [-5.0822, -4.0370, 3.7671], [-3.0041, -2.7960, 3.2462], [-2.8282, -1.5050, 1.1405], [-4.7252, -1.4663, -0.4497], [-6.8074, -2.6988, 0.0764]],
  "nbo_charge": [-0.663, 0.026, -0.019, 0.062, -0.027, -0.657, 0.879, -0.544, -0.705, 0.241, 0.257, 0.245, 0.410, 0.501, -0.222, -0.212, -0.211, -0.210, -0.216, -0.205, 0.210, 0.214, 0.214, 0.214, 0.214, 0.211, -0.166, -0.226, -0.221, -0.212, -0.215, -0.234, 0.205, 0.215, 0.213, 0.215, 0.212, 0.211, -0.216, -0.213, -0.213, -0.216, -0.220, -0.203, 0.213, 0.213, 0.213, 0.214, 0.218, 0.211]
}

=====

No. 3
{
  "formula": "C20H25N3O4",
  "method": "ωB97M-V/def2-TZVPD",
  "homo_lumo_gap_ev": 9.489,
  "smiles": "Cc1ccc(CNC(=O)C(=O)NC[C@@H](c2ccco2)N2CCOCC2)cc1",
  "largest_force_ev_per_a": 0.9,
  "charge": 0,
  "energy_ha": -1242.361384,
  "spin_multiplicity": 1,
  "de_lowest_kj_mol": 229.89,
  "homo_energy_ha": -0.320,
  "species": ["C", "C", "C", "C", "C", "C", "N", "C", "O", "C", "O", "N", "C", "C", "C", "C", "C", "C", "O", "N", "C", "C", "O", "C", "C", "C", "C", "H", "H", "H", "H", "H", "H", "H", "H", "H", "H", "H", "H", "H", "H", "H", "H", "H", "H", "H", "H", "H", "H", "H", "H", "H"],
  "xyz": [[-8.2310, -0.9864, -1.4621], [-7.0445, -0.5189, -0.6758], [-5.8746, -0.1436, -1.3289], [-4.7717, 0.2823, -0.6165], [-4.8083, 0.3421, 0.7721], [-3.5875, 0.7860, 1.5348], [-2.4560, -0.0652, 1.2445], [-1.3341, 0.3455, 0.6501], [-1.0584, 1.4910, 0.3349], [-0.3622, -0.8155, 0.4074], [-0.6405, -1.9624, 0.7149], [0.7604, -0.4048, -0.1874], [1.9090, -1.2342, -0.4283], [3.1149, -0.7000, 0.3655], [4.3494, -1.5099, 0.1045], [4.9153, -1.9914, -1.0414], [6.1106, -2.6436, -0.6514], [6.1853, -2.5075, 0.6987], [5.1278, -1.8228, 1.1639], [3.2666, 0.7331, 0.1149], [4.0410, 1.4192, 1.1354], [3.9103, 2.9267, 0.9110], [4.3680, 3.2967, -0.3680], [3.6490, 2.6089, -1.3627], [3.7808, 1.0930, -1.1961], [-5.9704, -0.0346, 1.4271], [-7.0769, -0.4558, 0.7097], [-9.0926, -1.1367, -0.8167], [-8.0041, -1.9285, -1.9608], [-8.4906, -0.2590, -2.2296], [-5.8331, -0.1857, -2.4079], [-3.8700, 0.5746, -1.1352], [-3.7873, 0.7746, 2.6114], [-3.2924, 1.7977, 1.2379], [-2.5328, -1.0628, 1.4053], [0.8763, 0.5968, -0.2982], [1.6628, -2.2468, -0.1008], [2.1327, -1.2558, -1.4984], [2.8817, -0.7942, 1.4330], [4.5348, -1.9027, -2.0380], [6.8102, -3.1407, -1.2911], [6.9097, -2.8385, 1.4158], [3.6431, 1.1645, 2.1195], [5.1069, 1.1381, 1.0989], [4.5207, 3.4780, 1.6279], [2.8547, 3.2146, 1.0273], [4.0651, 2.9290, -2.3194], [2.5849, 2.8861, -1.3132], [3.1973, 0.5956, -1.9706], [4.8409, 0.8113, -1.3111], [-6.0155, 0.0051, 2.5063], [-7.9757, -0.7424, 1.2369]],
  "nbo_charge": [-0.626, -0.017, -0.197, -0.224, 0.034, -0.265, -0.578, 0.579, -0.634, 0.582, -0.633, -0.588, -0.224, -0.083, 0.260, -0.317, -0.311, 0.087, -0.400, -0.453, -0.248, -0.073, -0.520, -0.071, -0.262, -0.219, -0.216, 0.214, 0.221, 0.219, 0.208, 0.216, 0.201, 0.239, 0.428, 0.439, 0.244, 0.194, 0.225, 0.228, 0.230, 0.205, 0.207, 0.176, 0.194, 0.169, 0.194, 0.166, 0.200, 0.184, 0.206, 0.208]
}

=====

No. 4
{
  "formula": "C3H10NO2",
  "method": "ωB97M-V/def2-TZVPD",
  "homo_lumo_gap_ev": 7.426,
  "largest_force_ev_per_a": 6.2,
  "charge": -1,
  "energy_ha": -325.482112,
  "spin_multiplicity": 1,
  "de_lowest_kj_mol": 190.51,
  "homo_energy_ha": -0.115,
  "species": ["C", "N", "C", "O", "C", "H", "H", "H", "H", "H", "H", "H", "H", "H", "H", "O"],
  "xyz": [[-0.5613, 0.5592, 0.8302], [0.8824, 0.2390, 0.8435], [1.0792, -1.2989, 0.8619], [0.8964, -1.9399, -0.2506], [-0.7389, 1.7566, -0.2673], [-0.9724, 1.3164, 1.7132], [-1.2901, -0.2072, 0.7302], [1.3287, 0.7269, -0.0285], [2.0947, -1.5518, 1.2299], [0.3953, -1.5904, 1.6284], [0.1767, 2.3685, -0.3579], [-0.8265, 1.2145, -1.2879], [-1.6835, 2.1981, -0.2566], [-0.4465, -1.8819, -2.1966], [0.1048, -0.9513, -1.1535], [-0.4391, -0.9578, -2.0383]],
  "nbo_charge": [-0.198, -0.709, 0.150, -0.916, -0.658, 0.120, 0.195, 0.340, 0.078, 0.076, 0.195, 0.234, 0.189, 0.455, 0.499, -1.049]
}

=====

No. 5
{
  "formula": "C3H6N2O2",
  "method": "ωB97M-V/def2-TZVPD",
  "homo_lumo_gap_ev": 10.830,
  "smiles": "CN(C=O)C(N)=O",
  "largest_force_ev_per_a": 4.7,
  "charge": 0,
  "energy_ha": -377.915396,
  "spin_multiplicity": 1,
  "de_lowest_kj_mol": 115.37,
  "homo_energy_ha": -0.373,
  "species": ["C", "N", "C", "O", "C", "N", "O", "H", "H", "H", "H", "H", "H"],
  "xyz": [[-0.8140, 1.3970, 0.3027], [-0.2373, 0.1486, 0.3404], [-1.1723, -0.8414, 0.0187], [-2.3000, -0.5895, -0.3511], [1.0984, 0.0113, -0.0195], [1.7467, -1.2112, 0.0761], [1.6221, 1.0461, -0.4217], [-1.3313, 1.4798, -0.7171], [-0.0501, 2.1610, 0.3260], [-1.6430, 1.5842, 0.9944], [-0.8244, -1.9141, 0.0519], [1.3036, -1.7923, 0.7435], [2.7297, -1.1347, 0.0567]],
  "nbo_charge": [-0.434, -0.493, 0.532, -0.552, 0.787, -0.822, -0.617, 0.208, 0.249, 0.220, 0.124, 0.385, 0.413]
}